(1)
A 16-piece molecular cluster, C32H96O16 overall. Source: the Open Molecules 2025 dataset; level of theory: wB97M-V/def2-TZVPD.

## Properties
LUMO energy	0.34	eV
E	-2480.4562	Eh
F_max	2.6	eV Å⁻¹
Kohn-Sham gap	0.3731	Eh
relative energy (zero: lowest compared OMol25 entry of this formula, charge and spin)	64.5	kcal per mole

Element x y z (Å)
C -2.06840 -3.68405 -2.21915
H 2.37245 1.88152 3.86255
C 1.14623 2.92790 -2.95791
H 0.00605 3.97722 0.04916
H -2.96283 4.58811 -2.20772
H -0.37961 -5.04120 -2.16723
C -4.52478 3.72974 -1.08687
C -3.32629 3.57180 -2.05566
H 1.19352 -0.40460 0.03695
H 1.41306 -3.08077 -2.85947
H -1.36885 1.16331 -0.83227
H 3.00061 -1.09222 1.04716
O 6.37885 -0.52234 0.85873
C 6.39953 0.41215 1.86668
H -2.78411 -0.43834 -3.67660
H -3.72232 -2.73301 -1.54619
H -6.88712 0.35734 -2.45838
H 0.59004 1.42342 5.18221
C 3.83918 0.41722 -1.43218
H -1.42608 -5.23420 -0.72604
H -5.63620 -0.24379 -0.29688
C 2.86444 2.74431 1.88700
O -1.80260 5.72005 0.49265
H -2.72749 -3.27166 2.43080
C 4.28599 0.76346 -2.87272
C 1.85549 3.61084 -4.13091
H -1.43893 -0.16563 0.92809
H -5.36318 -1.77325 -2.64639
C 3.50501 -2.87681 -3.34613
H 1.81101 -1.42031 -3.30071
H 2.10098 -2.57174 0.65186
C 0.40362 -0.22960 -0.69349
H 1.32885 3.60633 -5.08523
C -0.46077 5.89166 0.83893
H -3.35713 -0.02543 -5.30905
H -0.48829 0.85131 7.40786
H -4.67055 2.25667 2.12562
O -1.72857 1.07860 -4.50191
H -4.12268 -0.21671 -1.13204
O 1.56804 0.72074 2.41936
H 2.97369 0.99265 -1.10368
H 3.58275 -0.64214 -1.44223
C -3.95433 2.14635 2.93983
H 3.79673 -2.61718 0.43415
H -4.31026 4.51871 -0.36603
C 3.20137 -2.57859 2.53409
O 5.53132 0.21548 -3.14823
H -5.65405 1.47272 -2.10628
H -0.69758 0.13813 4.95988
H 1.00228 -0.25250 4.91872
H 0.02695 5.28963 -1.10884
O -2.22637 3.30171 1.72403
C -0.48524 0.90144 -0.25022
C 1.91468 1.98848 2.87914
H -2.34783 1.78393 -4.30033
H -4.48323 2.13623 3.89286
H 1.81329 -5.34046 3.47924
H -2.10501 -1.96156 -5.78477
H -2.20668 3.08598 3.75517
H 2.85098 3.17015 -4.18484
H 6.76802 -0.06129 0.11202
C 0.26889 0.40254 5.38899
H 1.66881 -2.73144 -4.53333
H -5.01838 -2.37567 2.89857
H -3.48392 1.16947 2.82798
C -2.47553 -0.13849 -4.67809
H 3.33256 -3.65896 2.59487
C 5.60142 0.02396 3.12929
H -0.85419 -1.55854 -4.58795
H -2.66549 -1.62917 3.08744
H 4.30170 1.83005 -3.09684
H 2.35837 3.11746 0.99663
H 0.11718 1.80984 -0.25079
O -3.64465 2.91805 -3.28202
H -4.75992 -0.97785 1.88219
H 1.34180 5.23903 -0.01535
O -0.52635 -6.76722 1.57568
H -0.31655 -3.85867 -0.93518
C 1.15087 -6.12602 3.11566
H 0.74683 0.83321 1.93504
H 0.13176 3.30344 -2.82409
O 0.95542 1.57644 -3.41587
O 1.97049 -2.29856 3.17040
O -0.96992 0.66298 1.05067
H -4.84035 -2.53990 1.13322
H 2.02905 4.67048 -3.94350
C -3.00197 -2.23330 2.24488
H 1.00609 2.57910 2.99635
H -0.15645 6.93064 0.71233
H -0.23593 -1.10390 -0.81457
H 3.67445 2.08902 1.56671
H -2.63531 -2.34784 0.34597
H 1.71462 -7.02144 2.85392
O -5.29400 -1.74960 -1.68917
H 1.73064 3.05451 -2.04657
H 3.30712 3.58862 2.41546
H 5.90026 -0.96456 3.47802
H 4.23206 -2.40602 -4.00783
H 7.44357 0.52182 2.16002
H -4.76800 2.86690 -0.46682
H -1.77828 2.47648 1.52452
H -2.45429 3.14884 -1.55682
H 0.45302 -6.44470 3.88997
C 0.27492 5.02551 -0.08081
H 4.08911 -2.19859 3.03970
H -3.44663 4.16330 3.05771
H 5.80590 0.71841 3.94416
C 2.01072 -2.46641 -3.53285
C -5.18496 -0.41533 -1.27415
H -5.35330 0.24141 -3.37714
H 4.53725 0.02616 2.89339
O -2.97146 -3.25881 -1.26100
O 3.59289 -4.26775 -3.59038
H -1.58725 -2.82921 -2.69437
H -5.40275 4.02839 -1.65962
H 0.61523 -5.10236 1.15336
C -2.93033 3.20946 2.94943
H 4.67481 0.60164 -0.75704
H 1.27787 0.36299 7.26602
H 3.82626 -2.63076 -2.33403
H 0.47635 -1.72823 6.59083
C 0.25353 0.21636 6.92348
H 4.49303 -4.59773 -3.54086
H 1.92690 -1.34618 3.05790
H 0.12587 1.52430 -3.89622
H -1.07399 -0.48870 -6.08170
O -2.41922 -1.71076 1.03082
H 3.57157 0.27163 -3.53288
H -2.01620 4.85864 0.85865
C -1.01193 -4.52626 -1.44396
H 5.53188 -0.08932 -4.05855
H 6.10630 1.39812 1.50613
C 3.02787 -2.18160 1.07229
C -5.80127 0.43407 -2.40231
H -4.13623 3.51438 -3.85153
C -4.47774 -2.02152 2.02086
C -1.52613 -1.15048 -5.34299
H 0.11818 -7.37948 1.21329
H -0.24988 5.65812 1.88252
O -0.04623 -1.16575 7.16714
H -0.53065 -4.93034 2.41117
H 0.82291 0.05065 -1.65980
C 0.18607 -5.64041 1.99860
H -2.54440 -4.41444 -2.87340

Results of the Mulliken charge analysis, in e, for atoms 1 through 4:
1. C 0.223
2. H 0.377
3. C 0.517
4. H -0.590

(2)
C32H36N9O5Sc as an isolated structure. Source: the Open Molecules 2025 dataset; level of theory: wB97M-V/def2-TZVPD.

## Properties
LUMO energy	-0.01	eV
E	-2870.9841	Eh
F_max	1.2	eV Å⁻¹
Kohn-Sham gap	0.2738	Eh
relative energy (zero: lowest compared OMol25 entry of this formula, charge and spin)	16.4	kcal per mole

Element x y z (Å)
C -2.62003 3.92817 -1.97285
C -0.56083 3.05397 2.66115
C -1.51513 -2.68493 -4.40275
H 2.66737 -2.28853 -0.61855
H -1.49293 3.34147 3.14745
C 3.00247 3.84117 1.80715
H 1.86897 -0.26533 4.00715
H 1.48467 -3.66013 -1.96385
C 2.23967 1.70707 0.79445
C -2.99893 -4.82943 0.84445
O -0.61173 0.96757 1.53125
C -0.05113 -1.61573 -2.78155
C 4.08977 5.53947 0.50555
C 3.98787 4.73547 -0.61665
H 2.63427 3.46017 2.74645
H 1.14527 -2.23893 5.20405
C -0.37993 -0.58443 -4.91095
O -0.30883 -2.55533 -2.03675
H 2.76437 -4.56263 -1.46015
H -4.50683 -2.51373 2.10385
H 1.95247 2.17017 -3.41445
C 0.88547 -2.74433 4.28525
H -3.33213 0.89997 0.74335
H 3.13907 -1.88143 -2.13925
H -2.74093 -5.22563 -0.13565
H -1.04033 -3.63193 -4.14225
H 0.04057 2.47637 3.35945
C -2.04043 2.69367 -2.07145
C -1.43443 2.04847 -0.95295
C 1.02817 0.38607 -3.25825
H 0.08197 -4.57453 1.00115
O 1.71337 1.13797 -0.24065
C 3.60157 5.08287 1.72005
C -3.50583 0.20007 1.55925
H -0.19233 -5.72503 3.15355
H 2.04947 1.36987 -1.84985
C 0.69907 -2.70743 1.84575
C -3.01963 -1.15613 1.17985
H 3.69607 5.69357 2.60575
H -2.44233 -2.59953 -3.83115
H -1.17973 -3.07343 -0.37765
C -1.97543 4.07927 0.32355
H -1.95853 4.62637 1.25295
H 4.38657 5.06787 -1.56295
Sc 0.27217 -0.33553 0.08065
C 3.38777 3.49297 -0.53465
C 0.45007 0.42537 -4.56325
H -3.10663 4.36947 -2.83265
N -1.89983 -2.69863 0.22965
C -1.40453 2.79537 0.27585
C 0.13977 -4.69693 3.13555
N 3.16477 -2.62863 -1.44975
H -0.88173 -0.62023 -5.86885
C 1.55487 -0.71973 3.06275
N 2.24937 1.16237 1.98255
H -1.73973 -2.66233 -5.46725
C 2.87957 3.03557 0.67685
H -0.02163 3.95337 2.37105
H -2.30913 -5.25623 1.57155
N 2.49827 -3.76153 -2.02865
H 4.56187 6.50827 0.43545
C 1.03997 -2.05733 3.07585
C -0.84463 2.18697 1.45255
N 0.76687 -0.61343 -2.42055
O -0.95213 0.87017 -1.07605
N 1.88507 1.32767 -2.86875
C -2.88563 -3.34883 0.86565
H -4.00763 -5.13913 1.10165
C -3.63443 -2.37703 1.49785
H 3.34647 2.86157 -1.40825
N 1.67527 -0.08113 1.95445
O 0.77267 -2.11853 0.68585
N -0.62203 -1.60183 -4.06445
H 0.27017 -4.54343 5.27545
H -2.05193 2.14747 -3.00455
H -3.07403 5.59647 -0.68855
N -1.94963 -1.37123 0.41535
H 0.66477 1.24247 -5.22905
H -4.57133 0.16217 1.78035
C -2.59803 4.63087 -0.76305
C 0.29097 -4.05753 1.92835
C 0.41547 -4.03813 4.33075
H -2.98133 0.57017 2.43985

Results of the Mulliken charge analysis, in e, for atoms 1 through 4:
1. C -0.611
2. C -2.322
3. C -0.945
4. H 0.223

(3)
A 2-piece molecular cluster, C6H10NOS overall. Source: the Open Molecules 2025 dataset; level of theory: wB97M-V/def2-TZVPD.

## Properties
charge	+1
LUMO energy	-4.17	eV
E	-762.4045	Eh
F_max	5.9	eV Å⁻¹
Kohn-Sham gap	0.2961	Eh
relative energy (zero: lowest compared OMol25 entry of this formula, charge and spin)	87.3	kcal per mole

Element x y z (Å)
C 2.23389 0.39226 0.04315
O 3.42895 0.52634 -0.42680
H 1.01260 1.72522 1.06031
H 2.59792 2.50371 0.61836
H -3.04909 -1.60947 0.95476
N 2.03568 1.65202 0.86885
H 2.40635 1.30209 1.79371
H -0.95854 1.73446 0.42070
C -1.38400 -1.29117 -0.96855
H -1.86568 -0.75944 2.05666
C -0.55048 -0.91293 -1.98780
H -0.56220 -1.42986 -2.83350
H 3.80136 -0.20280 -0.97629
S 0.08916 0.63755 -1.51259
H -2.08622 -2.05838 -1.03034
H -3.28618 0.21662 1.43694
C -2.58757 -0.63372 1.16157
C -0.94081 0.71759 -0.13995
C -1.58013 -0.38733 0.10991

Results of the Mulliken charge analysis, in e, for atoms 1 through 4:
1. C -0.128
2. O -0.344
3. H 0.319
4. H 0.376

(4)
C31H31InN8O4PS2 as an isolated structure. Source: the Open Molecules 2025 dataset; level of theory: wB97M-V/def2-TZVPD.

## Properties
LUMO energy (alpha / beta)	-0.71 / -0.72	eV
E	-3266.9329	Eh
F_max	0.2	eV Å⁻¹
Kohn-Sham gap (alpha / beta)	0.1782 / 0.2558	Eh
spin multiplicity	2
relative energy (zero: lowest compared OMol25 entry of this formula, charge and spin)	14.0	kcal per mole

Element x y z (Å)
H 1.70893 -2.88827 -3.87082
C 1.54642 -0.01726 2.42043
C -2.63700 -2.70893 -4.20198
C -2.33292 3.78201 -0.54985
H 1.07397 -5.18981 1.14288
N -2.36079 -0.63661 -2.35403
S 3.92977 -0.91521 -0.40765
S 0.99418 -0.74899 -2.19196
In -0.23021 -0.23467 -0.03481
C -2.79292 -5.05230 -4.65633
N -1.94856 -0.97799 1.61402
H 1.92204 -0.24799 3.40891
N -1.32000 1.91165 0.52366
H -0.43425 -3.61283 4.37040
C -3.60983 -4.80583 4.45688
H -2.70102 -1.67504 -4.51060
C -2.00973 -1.85762 -1.94587
H 0.90872 -5.38148 -0.60493
C -2.39509 1.49082 -1.55570
C 3.41665 -4.18562 -4.15292
O 2.28486 -3.23246 -1.26941
N 0.53867 -0.73871 1.92160
H 2.51561 -5.46307 0.14706
H -2.98544 -5.86449 -5.34604
H 2.90534 -2.26928 -5.01451
C 1.69598 -3.48084 0.01676
C 3.67660 2.77840 1.22417
H -2.19455 5.65091 0.49142
C -1.48827 -3.71734 4.15347
C 2.77690 -2.81830 -4.08193
H -2.36410 -6.35984 -2.99993
H 4.49109 -4.09461 -4.31266
O 3.42667 -2.02212 -3.06644
H 3.45631 3.72147 -0.72450
H -4.91718 -2.22052 1.69340
H 2.33568 -3.04894 0.78894
C -2.18500 -4.30863 -2.45115
C -2.05876 -2.84788 3.22534
C 3.18821 1.81044 2.05635
C 3.07822 2.98496 -0.03124
C -2.28961 -2.97243 -2.87415
C 2.08491 1.03097 1.64451
P 2.73231 -1.73700 -1.66566
N 1.49990 1.25938 0.43614
C -1.99689 2.43483 -0.50437
H -5.24144 -4.04615 3.28386
C -3.19204 -1.17627 1.37227
H 1.52950 2.28941 -1.34130
H -3.05545 1.79580 -2.36210
H -3.68832 -0.56619 0.62377
C 1.54268 -4.97268 0.18159
C -1.95340 4.59610 0.50357
H 3.64441 1.60796 3.01673
C 2.00686 2.19436 -0.37239
H -0.94860 4.64778 2.41284
C -4.19170 -3.95584 3.53599
C -2.88492 -3.73222 -5.09314
H 2.98822 -4.75017 -4.98295
H -3.14430 -3.51172 -6.11947
H 3.24413 -4.73407 -3.22827
C -2.25705 -4.68674 4.76757
O -1.48102 -2.11122 -0.81032
C -1.26090 4.04613 1.57158
N -0.03046 -1.67394 2.73542
H 4.53120 3.37183 1.52292
H -0.40248 2.21614 2.33186
H -2.87720 4.17365 -1.39866
C -3.41221 -2.98097 2.92471
N -1.97748 0.28953 -1.45669
O -1.84295 -4.65412 -1.19409
H -1.80762 -5.35826 5.48630
H -1.57828 -3.82078 -0.74456
C -0.95953 2.69458 1.53436
H -4.21028 -5.56907 4.93331
C -2.44876 -5.34026 -3.35149
N -3.96070 -2.10379 1.98143
C -1.29099 -1.81147 2.52632
H 0.71925 -2.98874 0.05094

Results of the Mulliken charge analysis, in e, for atoms 1 through 4:
1. H 0.133
2. C -1.122
3. C -0.558
4. C -1.129